A.
A single C3H2N2O3 molecule. Source: the Open Molecules 2025 dataset; level of theory: ωB97M-V/def2-TZVPD.

CARTESIAN COORDINATES (ANGSTROEM)
O -0.763 -0.592 0.506
O 1.486 1.776 -0.199
O -2.455 0.320 -0.457
N -0.280 0.618 0.510
N 2.126 -1.707 -0.185
C -1.903 -0.693 -0.111
C 0.986 0.663 0.041
C 1.631 -0.658 -0.141
H -2.441 -1.629 -0.179
H -0.899 1.350 0.375

Structure (SMILES): N#CC(=O)NOC=O
Kohn-Sham gap in hartree: 0.3881
HOMO level in hartree: -0.40205

---

B.
A single C3H2N2O3 molecule. Source: the Open Molecules 2025 dataset; level of theory: ωB97M-V/def2-TZVPD.

CARTESIAN COORDINATES (ANGSTROEM)
O 0.780 -0.866 0.894
O -0.989 1.097 -0.369
O -1.492 -0.734 -1.868
N 0.727 0.107 -1.603
N -1.164 0.998 1.047
C -0.299 0.167 1.475
C 1.345 -0.236 -0.447
C -0.746 -0.023 -1.127
H -0.574 -0.173 2.587
H 2.411 -0.336 -0.589

Structure (SMILES): O=C1N=COC=NO1
Kohn-Sham gap in hartree: 0.3842
HOMO level in hartree: -0.40197

---

Which of them is the least stable? Correct choice: B.

---

A.
A single C3H2N2O3 molecule. Source: the Open Molecules 2025 dataset; level of theory: ωB97M-V/def2-TZVPD.

CARTESIAN COORDINATES (ANGSTROEM)
O -2.950 0.245 0.223
O -0.474 0.957 -0.113
O 2.837 -0.224 0.144
N 0.589 -1.013 -0.153
N 0.993 1.179 -0.008
C -0.595 -0.427 -0.275
C -2.124 -0.629 0.067
C 1.575 0.016 -0.068
H 2.967 -1.109 0.854
H -2.489 -1.631 -0.102

Structure (SMILES): O=Cc1nc(O)no1
Kohn-Sham gap in hartree: 0.3589
HOMO level in hartree: -0.39643

---

B.
A molecular structure, C3H2N2O3. Source: the Open Molecules 2025 dataset; level of theory: ωB97M-V/def2-TZVPD.

CARTESIAN COORDINATES (ANGSTROEM)
O -0.498 -1.223 0.026
O 2.782 -0.283 -0.186
O -2.823 -0.848 -0.018
N 1.758 -1.059 -0.062
N 0.138 0.840 0.184
C -1.103 0.938 -0.120
C 0.570 -0.521 0.357
C -1.732 -0.431 -0.107
H -1.807 1.739 -0.329
H 2.714 0.846 0.255

Kohn-Sham gap in hartree: 0.2923
HOMO level in hartree: -0.34398

---

Which of them is the least stable? Correct choice: B.

---

A.
2 unconnected molecules or ions with the total composition C7H13NO. Source: the Open Molecules 2025 dataset; level of theory: ωB97M-V/def2-TZVPD.

CARTESIAN COORDINATES (ANGSTROEM)
O -1.358 -3.287 2.200
N 0.866 -2.798 0.633
C -0.033 0.650 0.749
C -0.685 -0.504 -1.559
C 0.361 -1.792 0.291
C 1.228 0.567 -0.056
C 0.131 -0.475 -0.278
C 1.599 1.565 -1.126
C -1.073 1.729 0.575
H 0.069 0.316 1.784
H -0.833 2.580 1.229
H -2.067 1.356 0.859
H -1.146 -2.433 2.593
H 0.728 1.999 -1.633
H -0.166 -1.080 -2.337
H -1.136 2.108 -0.452
H 2.091 0.187 0.495
H 2.237 1.099 -1.890
H 2.162 2.394 -0.674
H -0.849 0.506 -1.946
H -0.454 -3.727 1.930
H -1.672 -0.956 -1.387

Structure (SMILES): C[C@@H]1[C@H](C)[C@@]1(C)C#N.O
Kohn-Sham gap in hartree: 0.3927
HOMO level in hartree: -0.36893

---

B.
2 unconnected molecules or ions with the total composition C7H13NO. Source: the Open Molecules 2025 dataset; level of theory: ωB97M-V/def2-TZVPD.

CARTESIAN COORDINATES (ANGSTROEM)
O -1.505 1.818 -1.089
N 0.725 0.462 -0.221
C -1.960 0.205 1.492
C -0.231 -0.642 -0.248
C -0.932 0.902 -1.504
C 1.934 0.325 -1.012
C 0.930 1.186 1.023
C -1.307 -0.769 0.564
C 0.159 -1.830 -1.093
H 0.034 1.740 1.290
H 1.193 0.509 1.842
H -1.383 0.358 2.410
H 1.149 -2.197 -0.820
H 1.688 -0.015 -2.014
H 2.402 1.306 -1.100
H 0.162 -1.572 -2.152
H -2.112 1.181 1.019
H -1.853 -1.696 0.448
H -0.552 -2.640 -0.946
H -2.938 -0.173 1.785
H 2.662 -0.365 -0.565
H 1.738 1.905 0.891

Kohn-Sham gap in hartree: 0.3340
HOMO level in hartree: -0.29978

---

Which of them is the least stable? Correct choice: B.

---

A.
3 unconnected molecules or ions with the total composition C7H13NO. Source: the Open Molecules 2025 dataset; level of theory: ωB97M-V/def2-TZVPD.

CARTESIAN COORDINATES (ANGSTROEM)
O 2.252 -1.097 -1.643
N -0.338 -0.831 0.136
C 0.059 0.408 -0.053
C -2.397 -0.076 0.491
C -0.145 1.182 -1.322
C -3.325 -0.116 -0.444
C 2.641 -1.534 0.698
C 0.472 1.210 1.145
C 1.956 -0.943 -0.505
H -3.084 -0.129 -1.506
H -4.395 -0.153 -0.223
H -0.328 1.912 1.390
H -0.813 2.026 -1.144
H -0.622 -1.262 -0.743
H 1.929 -2.182 1.209
H 0.641 0.563 2.003
H -2.575 -0.077 1.562
H 1.371 1.789 0.922
H 3.534 -2.095 0.407
H -0.558 0.560 -2.113
H 0.821 1.574 -1.653
H 2.905 -0.728 1.385

Kohn-Sham gap (alpha / beta) in hartree: 0.2874 / 0.2857
HOMO level (alpha / beta) in hartree: -0.26360 / -0.25527

---

B.
2 unconnected molecules or ions with the total composition C7H13NO. Source: the Open Molecules 2025 dataset; level of theory: ωB97M-V/def2-TZVPD.

CARTESIAN COORDINATES (ANGSTROEM)
O 0.270 -0.948 1.748
N -0.362 -1.655 -0.893
C 0.337 0.866 0.226
C -1.843 0.644 -1.113
C -0.693 0.398 -0.528
C 0.727 0.162 1.428
C 1.053 2.133 -0.203
C -1.441 -2.530 -1.336
C 1.754 0.820 2.331
H 1.907 0.196 3.209
H -0.146 -1.767 0.104
H -2.434 1.488 -0.780
H -1.600 -2.421 -2.409
H 0.908 2.944 0.517
H 1.428 1.815 2.640
H -2.250 0.031 -1.903
H -2.357 -2.238 -0.821
H 2.705 0.941 1.807
H 2.132 1.983 -0.309
H 0.667 2.478 -1.162
H -1.248 -3.586 -1.115
H 0.487 -1.754 -1.437

Structure (SMILES): C=C=C(C)C(C)=O.CN
Kohn-Sham gap in hartree: 0.3155
HOMO level in hartree: -0.28196

---

Which of them is the least stable? Correct choice: A.